[1]
{"formula": "C19H32BGeN7Rh", "method": "ωB97M-V/def2-TZVPD", "symbols": ["Rh", "C", "C", "N", "N", "C", "B", "N", "C", "C", "C", "N", "N", "C", "C", "C", "N", "H", "H", "H", "H", "H", "H", "H", "H", "H", "H", "C", "C", "C", "C", "Ge", "C", "C", "C", "C", "H", "H", "H", "H", "H", "H", "H", "H", "H", "H", "H", "H", "H", "H", "H", "H", "H", "H", "H", "C", "C", "N", "H", "H", "H"], "positions_angstrom": [[-0.085, -0.417, 0.096], [-0.160, -0.483, 4.227], [-0.538, -1.019, 3.008], [0.041, -0.304, 2.032], [0.785, 0.673, 2.588], [0.679, 0.576, 3.918], [1.603, 1.618, 1.699], [2.453, 0.711, 0.776], [3.768, 0.634, 0.548], [4.003, -0.331, -0.425], [2.755, -0.827, -0.758], [1.832, -0.166, -0.032], [0.596, 2.325, 0.767], [0.446, 3.614, 0.448], [-0.446, 3.715, -0.612], [-0.798, 2.411, -0.903], [-0.175, 1.573, -0.042], [-0.441, -0.826, 5.208], [-1.164, -1.868, 2.785], [1.212, 1.258, 4.561], [2.264, 2.358, 2.346], [4.454, 1.268, 1.086], [4.951, -0.626, -0.840], [2.475, -1.581, -1.475], [0.995, 4.376, 0.978], [-0.769, 4.609, -1.117], [-1.429, 2.048, -1.698], [-6.095, 1.897, 0.006], [-5.713, 2.376, 1.399], [-4.772, 1.429, 2.130], [-3.317, 1.461, 1.577], [-2.953, 0.335, 0.055], [-2.752, -1.610, 0.016], [-4.299, -1.662, -0.166], [-4.764, -3.139, -0.320], [-4.594, -3.959, 0.947], [-6.827, 2.561, -0.451], [-6.546, 0.901, 0.033], [-5.236, 1.880, -0.676], [-6.614, 2.491, 2.003], [-5.259, 3.369, 1.349], [-5.174, 0.412, 2.120], [-4.709, 1.703, 3.183], [-2.624, 1.180, 2.373], [-3.079, 2.477, 1.248], [-3.293, 0.826, -1.347], [-2.429, -2.021, 0.966], [-2.203, -2.031, -0.820], [-4.629, -1.127, -1.063], [-4.811, -1.258, 0.719], [-4.217, -3.573, -1.159], [-5.816, -3.100, -0.608], [-3.549, -4.211, 1.141], [-5.137, -4.899, 0.863], [-4.993, -3.434, 1.817], [0.737, -5.014, 0.179], [0.398, -3.605, 0.155], [0.121, -2.492, 0.138], [0.229, -5.528, -0.638], [0.430, -5.447, 1.131], [1.816, -5.129, 0.062]], "e_above_lowest_kcal_mol": 5.1, "gap_ev": 7.01, "e_homo_ev": -18.528, "e_tot_ha": -3337.80232, "charge": 3, "multiplicity": 1}



[2]
{"formula": "C20H15CoN4O3S", "method": "ωB97M-V/def2-TZVPD", "symbols": ["Co", "O", "C", "C", "C", "C", "C", "C", "C", "O", "N", "N", "C", "C", "C", "C", "C", "C", "C", "O", "H", "H", "H", "H", "H", "H", "H", "H", "H", "H", "C", "C", "C", "N", "C", "C", "H", "H", "H", "H", "H", "S", "C", "N"], "positions_angstrom": [[12.580, 10.939, 4.161], [16.283, 14.699, 3.278], [17.044, 13.564, 3.358], [18.396, 13.695, 3.284], [19.150, 12.547, 3.516], [18.535, 11.357, 3.844], [17.210, 11.172, 3.762], [16.412, 12.310, 3.487], [14.994, 12.111, 3.503], [14.446, 10.990, 3.431], [14.226, 13.301, 3.736], [12.958, 13.004, 3.829], [12.084, 14.009, 4.396], [10.696, 13.842, 4.461], [9.841, 14.667, 5.227], [8.577, 14.468, 5.478], [7.886, 13.274, 4.931], [8.681, 12.354, 4.293], [10.125, 12.420, 4.082], [10.799, 11.481, 3.671], [15.359, 14.482, 3.332], [18.828, 14.671, 3.192], [20.250, 12.552, 3.746], [19.241, 10.448, 4.057], [16.721, 10.285, 3.981], [12.747, 14.743, 4.959], [10.388, 15.561, 5.464], [7.935, 15.180, 5.952], [6.780, 13.137, 4.956], [8.247, 11.528, 3.808], [12.467, 6.006, 4.519], [11.269, 6.662, 4.562], [11.255, 8.051, 4.354], [12.455, 8.762, 4.137], [13.545, 8.025, 3.898], [13.574, 6.649, 4.053], [12.638, 4.984, 4.776], [10.371, 6.178, 4.859], [10.348, 8.686, 4.590], [14.466, 8.501, 3.661], [14.579, 6.154, 3.941], [13.092, 11.403, 6.512], [14.048, 9.972, 6.538], [14.936, 9.214, 6.441]], "e_above_lowest_kcal_mol": 26.9, "gap_ev": [6.67, 5.98], "e_homo_ev": [-7.644, -8.205], "e_tot_ha": -2996.77278, "charge": 0, "s2": 6.045, "multiplicity": 5}



[3]
{"formula": "C40H30BCl5FeN2O2", "method": "ωB97M-V/def2-TZVPD", "symbols": ["Fe", "O", "C", "C", "C", "C", "C", "C", "C", "C", "C", "O", "C", "C", "C", "C", "C", "C", "C", "C", "C", "C", "C", "C", "N", "C", "C", "C", "C", "C", "C", "C", "C", "C", "C", "C", "C", "H", "H", "H", "H", "H", "H", "H", "H", "H", "H", "H", "H", "H", "H", "H", "H", "H", "H", "H", "H", "H", "H", "H", "H", "H", "H", "H", "Cl", "C", "C", "C", "Cl", "C", "Cl", "C", "Cl", "C", "Cl", "B", "C", "N", "H", "H", "H"], "positions_angstrom": [[-1.111, 0.057, 0.158], [0.284, 1.091, 0.763], [0.653, 2.361, 0.394], [0.207, 2.768, -1.013], [0.584, 1.777, -2.064], [1.549, 2.110, -3.030], [2.142, 1.109, -3.769], [1.671, -0.166, -3.574], [0.545, -0.398, -2.771], [-0.040, -1.760, -2.787], [-0.342, -2.461, -1.418], [-1.127, -1.734, -0.594], [-1.098, -3.808, -1.892], [-2.479, -3.927, -1.870], [-3.147, -4.996, -2.432], [-2.435, -6.044, -2.992], [-1.050, -6.010, -2.963], [-0.393, -4.905, -2.450], [0.913, -2.935, -0.647], [2.215, -2.560, -1.014], [3.304, -2.876, -0.238], [3.153, -3.693, 0.905], [1.886, -4.103, 1.233], [0.775, -3.727, 0.475], [-0.013, 0.568, -1.998], [0.174, 3.379, 1.460], [0.546, 3.140, 2.799], [0.169, 4.013, 3.815], [-0.470, 5.187, 3.530], [-0.846, 5.471, 2.226], [-0.515, 4.576, 1.191], [2.196, 2.416, 0.415], [2.893, 3.624, 0.280], [4.286, 3.616, 0.139], [5.003, 2.448, 0.131], [4.347, 1.271, 0.385], [2.963, 1.236, 0.496], [0.606, 3.754, -1.248], [-0.899, 2.834, -1.020], [1.859, 3.152, -3.126], [2.898, 1.333, -4.511], [2.103, -1.022, -4.102], [0.543, -2.418, -3.453], [-1.042, -1.601, -3.186], [-3.058, -3.114, -1.460], [-4.232, -4.985, -2.448], [-2.979, -6.852, -3.495], [-0.468, -6.841, -3.392], [0.728, -4.884, -2.489], [2.387, -1.954, -1.915], [4.304, -2.503, -0.496], [3.999, -3.964, 1.538], [1.728, -4.704, 2.134], [-0.227, -4.050, 0.809], [1.133, 2.235, 3.038], [0.364, 3.775, 4.868], [-0.681, 5.910, 4.316], [-1.394, 6.378, 1.983], [-0.876, 4.772, 0.167], [2.355, 4.583, 0.217], [4.794, 4.589, 0.060], [6.074, 2.433, -0.084], [4.896, 0.322, 0.479], [2.421, 0.290, 0.639], [-0.927, -1.708, 2.522], [-1.707, -0.249, 3.008], [-2.092, 0.615, 1.995], [-2.850, 1.734, 2.350], [-3.590, 2.761, 1.202], [-2.933, 2.149, 3.726], [-3.773, 3.580, 4.238], [-2.217, 1.398, 4.689], [-2.192, 1.850, 6.333], [-1.649, 0.144, 4.338], [-0.791, -0.782, 5.510], [-5.467, -1.055, -0.885], [-4.055, -0.457, -0.755], [-2.969, 0.017, -0.604], [-6.252, -0.148, -0.684], [-5.643, -1.473, -1.996], [-5.619, -1.963, -0.091]], "e_above_lowest_kcal_mol": 0.0, "gap_ev": [8.21, 7.94], "e_homo_ev": [-5.875, -6.079], "e_tot_ha": -5391.85715, "charge": -1, "s2": 8.762, "multiplicity": 6}



[4]
{"formula": "C2H2O2Zn", "method": "ωB97M-V/def2-TZVPD", "symbols": ["H", "O", "C", "C", "O", "H", "Zn"], "positions_angstrom": [[1.519, -0.284, 0.255], [-0.649, 1.143, 0.306], [0.152, 0.193, 0.730], [0.409, -0.871, -0.241], [-0.050, -0.789, -1.395], [0.077, -0.158, 1.773], [-1.458, 0.768, -1.427]], "e_above_lowest_kcal_mol": 4.6, "gap_ev": [6.47, 6.86], "e_homo_ev": [-14.395, -14.960], "e_tot_ha": -2006.75277, "charge": 1, "s2": 0.757, "multiplicity": 2}



[5]
{"formula": "C9H21ClIO2P2W", "method": "ωB97M-V/def2-TZVPD", "symbols": ["C", "C", "H", "H", "H", "O", "I", "W", "P", "C", "C", "H", "H", "H", "C", "H", "H", "H", "H", "H", "H", "C", "O", "Cl", "C", "P", "C", "C", "H", "H", "H", "H", "H", "H", "H", "H", "H"], "positions_angstrom": [[0.885, 2.475, 0.780], [-0.096, 1.540, 0.127], [0.402, 3.455, 0.910], [1.761, 2.615, 0.126], [1.243, 2.132, 1.768], [-1.208, 1.914, -0.287], [0.536, -3.055, -0.976], [0.496, -0.608, 0.272], [0.628, 0.167, -2.231], [-0.837, -0.009, -3.313], [1.164, 1.865, -2.614], [2.826, -0.804, -2.517], [2.087, -0.322, -4.086], [1.561, -1.832, -3.255], [1.906, -0.799, -3.113], [2.110, 2.067, -2.096], [1.316, 1.938, -3.701], [-0.560, 0.291, -4.333], [-1.634, 0.645, -2.938], [0.398, 2.580, -2.290], [-1.192, -1.045, -3.314], [-1.471, -0.922, -0.420], [-2.559, -1.074, -0.819], [2.748, -0.373, 0.665], [0.544, -0.547, 3.521], [-0.674, -0.876, 2.236], [-1.258, -2.576, 2.479], [-2.115, 0.181, 2.564], [1.470, -1.101, 3.318], [0.108, -0.874, 4.476], [0.776, 0.526, 3.567], [-1.686, -2.640, 3.488], [-2.025, -2.823, 1.733], [-0.429, -3.285, 2.382], [-2.574, -0.141, 3.508], [-1.809, 1.232, 2.635], [-2.839, 0.086, 1.747]], "e_above_lowest_kcal_mol": 12.2, "gap_ev": [6.53, 6.01], "e_homo_ev": [-20.222, -20.624], "e_tot_ha": -2012.55879, "charge": 3, "s2": 2.031, "multiplicity": 3}



[6]
{"formula": "C27H39BN6S3V", "method": "ωB97M-V/def2-TZVPD", "symbols": ["V", "C", "C", "C", "C", "N", "N", "B", "N", "N", "C", "C", "C", "C", "C", "S", "C", "C", "C", "C", "N", "N", "C", "C", "C", "C", "C", "S", "C", "C", "C", "C", "C", "S", "C", "C", "C", "C", "H", "H", "H", "H", "H", "H", "H", "H", "H", "H", "H", "H", "H", "H", "H", "H", "H", "H", "H", "H", "H", "H", "H", "H", "H", "H", "H", "H", "H", "H", "H", "H", "H", "H", "H", "H", "H", "H", "H"], "positions_angstrom": [[-3.117, 2.307, -1.587], [-4.916, 0.440, 2.819], [-3.755, -0.060, 2.026], [-3.181, -1.294, 2.224], [-2.099, -1.733, 1.434], [-1.587, -0.949, 0.505], [-2.130, 0.244, 0.329], [-1.508, 1.150, -0.755], [-0.877, 0.295, -1.872], [0.403, -0.014, -1.738], [0.939, -0.838, -2.614], [0.155, -1.387, -3.651], [-1.170, -1.050, -3.797], [-2.036, -1.583, -4.890], [-1.668, -0.141, -2.845], [-3.316, 0.480, -2.883], [2.416, -1.134, -2.405], [2.954, -2.093, -3.465], [2.585, -1.755, -1.012], [3.186, 0.192, -2.474], [-0.479, 2.131, -0.180], [0.258, 1.680, 0.836], [1.237, 2.442, 1.264], [1.499, 3.692, 0.651], [0.725, 4.161, -0.376], [0.948, 5.481, -1.038], [-0.328, 3.307, -0.774], [-1.480, 3.756, -2.035], [2.082, 1.938, 2.416], [1.586, 0.578, 2.903], [3.532, 1.805, 1.929], [2.003, 2.957, 3.561], [-3.183, 0.709, 0.995], [-3.781, 2.313, 0.555], [-1.436, -3.095, 1.573], [-2.104, -3.937, 2.658], [0.040, -2.877, 1.926], [-1.545, -3.818, 0.224], [-5.180, -0.268, 3.601], [-5.785, 0.589, 2.176], [-4.685, 1.401, 3.282], [-3.577, -1.944, 2.991], [0.606, -2.075, -4.352], [-1.496, -2.315, -5.486], [-2.366, -0.775, -5.546], [-2.929, -2.058, -4.482], [2.453, -3.062, -3.436], [4.011, -2.274, -3.277], [2.871, -1.682, -4.472], [2.048, -2.702, -0.931], [2.217, -1.080, -0.238], [3.641, -1.950, -0.827], [3.088, 0.659, -3.455], [4.244, 0.005, -2.296], [2.829, 0.891, -1.717], [2.324, 4.292, 1.012], [1.827, 5.971, -0.627], [0.086, 6.134, -0.894], [1.088, 5.357, -2.113], [1.610, -0.166, 2.107], [0.564, 0.634, 3.280], [2.230, 0.237, 3.713], [3.607, 1.091, 1.106], [4.155, 1.443, 2.746], [3.948, 2.757, 1.600], [0.976, 3.095, 3.900], [2.407, 3.930, 3.278], [2.590, 2.596, 4.405], [-2.032, -3.473, 3.643], [-1.597, -4.899, 2.720], [-3.153, -4.139, 2.437], [0.149, -2.359, 2.880], [0.544, -2.293, 1.156], [0.537, -3.843, 2.009], [-2.586, -3.998, -0.049], [-1.044, -4.783, 0.289], [-1.069, -3.240, -0.570]], "gap_ev": [7.49, 7.84], "e_homo_ev": [-14.800, -14.689], "e_tot_ha": -3543.77017, "charge": 2, "s2": 0.775, "multiplicity": 2}



[7]
{"formula": "C5H14N4O", "method": "ωB97M-V/def2-TZVPD", "symbols": ["C", "C", "N", "C", "O", "H", "H", "H", "H", "H", "H", "H", "N", "C", "C", "N", "N", "H", "H", "H", "H", "H", "H", "H"], "positions_angstrom": [[-1.337, -1.999, 0.546], [-1.871, -0.787, 0.710], [-2.146, 0.131, -0.265], [-1.572, 0.005, -1.580], [-2.229, 1.456, 0.174], [-1.032, -2.380, -0.412], [-1.272, -2.679, 1.376], [-2.185, -0.454, 1.691], [-1.866, -0.953, -2.003], [-0.476, 0.083, -1.565], [-1.978, 0.804, -2.198], [-1.320, 1.742, 0.458], [0.385, 1.794, 1.038], [1.332, 1.373, 0.056], [1.891, 0.157, 0.058], [2.889, -0.219, -0.854], [1.601, -0.785, 1.060], [0.562, 2.753, 1.321], [0.464, 1.191, 1.852], [1.550, 2.095, -0.714], [2.760, -1.143, -1.248], [3.050, 0.469, -1.574], [0.618, -1.048, 1.099], [2.183, -1.607, 0.972]], "e_above_lowest_kcal_mol": 69.5, "gap_ev": 8.21, "e_homo_ev": -7.361, "e_tot_ha": -493.08673, "smiles": "C=CN(C)O.NC=C(N)N", "charge": 0, "multiplicity": 1}



[8]
{"formula": "C6H15ClNOP", "method": "ωB97M-V/def2-TZVPD", "symbols": ["C", "C", "C", "C", "C", "C", "N", "O", "P", "Cl", "H", "H", "H", "H", "H", "H", "H", "H", "H", "H", "H", "H", "H", "H", "H"], "positions_angstrom": [[-1.095, 2.356, 0.488], [-3.017, 0.803, 0.041], [0.871, -1.899, -1.622], [1.006, -2.611, 0.802], [-1.624, 1.315, -0.382], [1.341, -1.662, -0.250], [-0.812, 0.079, -0.426], [1.664, 1.031, 0.557], [0.692, 0.061, 0.047], [4.604, 2.766, 0.866], [-0.654, 3.120, -0.103], [-1.801, 2.867, 1.061], [-0.347, 1.892, 1.119], [-3.543, 0.045, -0.479], [-3.708, 1.595, 0.100], [-2.997, 0.493, 1.068], [1.188, -2.856, -2.015], [-0.182, -1.781, -1.556], [1.169, -0.954, -2.100], [0.545, -2.196, 1.772], [1.873, -3.057, 1.299], [0.333, -3.298, 0.405], [-1.790, 1.576, -1.492], [2.473, -1.521, -0.253], [3.810, 1.837, 1.054]], "e_above_lowest_kcal_mol": 54.8, "gap_ev": 10.22, "e_homo_ev": -9.739, "e_tot_ha": -1169.10676, "charge": 0, "multiplicity": 1}



Record order is preserved below.
M: 544.84; 450.37; 814.61; 123.43; 569.41; 605.61; 146.19; 183.62 g mol⁻¹